# 1
Here is one molecule with the formula CH3NO2S from the Open Molecules 2025 dataset. Energies are from ωB97M-V/def2-TZVPD.

Last column: Löwdin charge in e.
Atoms and positions in Å:
S1 -1.338 -0.140 0.620  0.88
O1 1.086 -1.724 0.303  -0.03
O2 -1.557 -1.109 -0.665  -0.48
N1 1.345 -0.528 0.162  -0.10
C1 0.357 0.394 0.294  -0.53
H1 -1.004 -1.905 -0.528  0.04
H2 0.582 1.097 -0.492  0.10
H3 0.776 1.135 1.003  0.12

Summary:
Multiplicity: 1
Electronic energy: -643.19563 a.u.
Relative energy (zero: lowest compared OMol25 entry of this formula, charge and spin): 74.4 kcal/mol
Frontier orbital gap: 0.3280 hartree
Charge: 0
HOMO level: -9.344 eV


# 2
Here is C48H51Br2N7O2PS3SiSn as an isolated structure from the Open Molecules 2025 dataset. Energies are from ωB97M-V/def2-TZVPD.

Last column: Löwdin charge in e.
Atoms and positions in Å:
Sn1 -0.624 -0.301 -0.165  1.24
Br1 -3.071 -4.098 -2.821  0.78
Br2 1.094 -4.375 -6.601  0.72
S1 2.277 -0.485 1.277  0.19
S2 1.933 -1.300 4.604  0.25
S3 -1.307 2.999 -1.904  0.94
P1 3.003 -0.496 3.137  0.06
Si1 -4.060 0.108 -1.387  0.37
O1 -0.964 3.907 -0.780  -0.50
O2 -1.133 -2.176 -1.430  -0.30
N1 -1.541 -2.641 3.758  -0.07
N2 -2.863 -3.733 2.041  -0.08
N3 -0.485 -4.193 2.225  -0.08
N4 -2.831 0.238 -0.180  -0.18
N5 -1.663 1.178 1.518  0.02
N6 -1.246 -2.017 1.414  -0.16
N7 1.504 -1.746 -1.999  0.11
C1 4.671 -1.269 3.117  -0.37
C2 -5.346 -1.193 -0.962  -0.17
C3 -1.472 5.371 -3.298  -0.06
C4 -3.244 -0.346 -3.009  -0.16
C5 4.163 3.846 4.253  -0.11
C6 3.792 2.948 5.244  -0.09
C7 -4.975 1.746 -1.638  -0.18
C8 -1.835 4.034 -3.274  -0.36
C9 -0.814 -4.033 -4.547  -0.19
C10 1.416 2.821 -1.927  -0.07
C11 -2.577 -2.633 1.129  -0.17
C12 -3.055 4.283 -5.317  -0.08
C13 -0.627 -2.685 -2.496  -0.42
C14 2.639 2.348 -2.388  -0.07
C15 -2.548 2.644 3.149  -0.05
C16 -0.509 -3.669 3.595  -0.18
C17 -1.263 -1.548 2.837  -0.18
C18 2.645 -2.639 -4.373  -0.05
C19 -0.200 -3.090 1.323  -0.18
C20 -2.867 1.038 0.914  -0.48
C21 -1.479 1.967 2.580  -0.33
C22 5.411 -1.328 1.941  -0.11
C23 1.290 -2.936 -4.100  -0.20
C24 -1.332 -3.542 -3.340  -0.59
C25 -0.085 2.061 3.118  -0.02
C26 -2.836 -3.224 3.414  -0.18
C27 -3.993 1.682 1.473  -0.03
C28 -2.637 3.483 -4.262  -0.09
C29 6.692 -1.864 1.942  -0.10
C30 5.227 -1.762 4.294  -0.11
C31 6.507 -2.297 4.296  -0.10
C32 0.453 -3.719 -4.935  -0.64
C33 3.377 -1.931 -3.465  -0.06
C34 0.755 -2.440 -2.886  -0.14
C35 0.264 2.467 -2.605  -0.39
C36 -1.901 6.164 -4.350  -0.08
C37 -3.810 2.473 2.585  -0.08
C38 0.304 1.636 -3.719  -0.08
C39 3.808 2.143 2.591  -0.12
C40 3.441 1.236 3.582  -0.38
C41 -1.802 -4.738 1.903  -0.17
C42 2.760 -1.507 -2.271  -0.16
C43 4.169 3.441 2.925  -0.09
C44 1.528 1.166 -4.167  -0.08
C45 -2.685 5.619 -5.361  -0.09
C46 7.244 -2.347 3.120  -0.11
C47 3.432 1.649 4.910  -0.11
C48 2.695 1.528 -3.503  -0.10
H1 -5.916 1.782 -1.082  0.02
H2 -5.753 -1.028 0.041  0.03
H3 -4.374 2.605 -1.327  0.02
H4 1.570 0.502 -5.021  0.11
H5 -2.952 -1.395 -3.027  -0.03
H6 3.088 -2.993 -5.295  0.07
H7 4.965 -0.969 1.022  0.06
H8 -2.395 3.279 4.011  0.10
H9 -3.912 -0.160 -3.856  0.04
H10 -1.798 -5.103 0.873  0.13
H11 7.256 -1.912 1.018  0.10
H12 -4.922 -2.199 -0.994  0.00
H13 -3.612 -2.462 3.521  0.12
H14 3.782 1.828 1.555  0.07
H15 -3.330 -1.854 1.242  0.11
H16 0.019 2.912 3.790  0.08
H17 -0.876 5.767 -2.485  0.11
H18 -0.289 -1.114 3.069  0.05
H19 3.120 0.946 5.673  0.06
H20 -3.018 6.245 -6.181  0.10
H21 6.927 -2.683 5.217  0.10
H22 -4.974 1.551 1.037  0.09
H23 1.336 3.434 -1.038  0.11
H24 -1.626 7.210 -4.384  0.10
H25 -3.680 3.864 -6.096  0.10
H26 3.774 3.261 6.282  0.10
H27 4.420 -1.703 -3.643  0.10
H28 -0.179 -3.438 0.292  0.12
H29 4.438 4.861 4.513  0.09
H30 -3.049 -4.045 4.102  0.12
H31 3.319 -0.962 -1.517  0.08
H32 -0.717 -4.488 4.287  0.12
H33 -2.570 -2.986 0.099  0.09
H34 0.464 -3.233 3.828  0.03
H35 0.762 -2.641 1.577  0.06
H36 -2.336 0.244 -3.148  0.00
H37 -2.942 2.444 -4.200  0.09
H38 3.547 2.608 -1.858  0.11
H39 -5.221 1.875 -2.696  0.02
H40 -2.015 -5.572 2.575  0.12
H41 -2.040 -0.792 2.937  0.12
H42 -0.606 1.348 -4.229  0.10
H43 4.446 4.140 2.145  0.10
H44 3.648 1.148 -3.850  0.10
H45 4.634 -1.740 5.201  0.07
H46 0.628 2.156 2.298  0.07
H47 -6.179 -1.155 -1.670  0.03
H48 0.184 1.154 3.666  0.06
H49 8.242 -2.769 3.120  0.09
H50 -4.666 2.973 3.025  0.10
H51 -1.436 -4.661 -5.169  0.09

Summary:
Multiplicity: 1
Electronic energy: -9581.49750 a.u.
Relative energy (zero: lowest compared OMol25 entry of this formula, charge and spin): 4.7 kcal/mol
Frontier orbital gap: 0.2631 hartree
Charge: -1
HOMO level: -4.983 eV